(1)
Computed, not measured: a molecular structure, C35H40N8O8S3Ta, with ωB97M-V with the def2-TZVPD basis set.

The value obtained for the total energy is -99277.3519 eV. As for the LUMO energy: -9.67 eV. As for the net charge: +3. As for the HOMO energy: -15.29 eV. The relative energy (zero: lowest compared OMol25 entry of this formula, charge and spin) comes out at 1.102 eV.

Geometry (Å):
Ta  -0.42  0.26  -0.70
C  -2.91  2.32  0.33
O  -2.46  1.00  -0.12
C  -3.38  -0.08  0.14
C  -3.41  -0.92  -1.11
O  -2.04  -0.95  -1.59
C  -1.93  -1.66  -2.86
H  -3.90  2.49  -0.08
H  -2.21  3.05  -0.06
H  -2.93  2.33  1.42
H  -4.37  0.31  0.38
H  -3.01  -0.64  1.01
H  -4.04  -0.50  -1.90
H  -3.74  -1.94  -0.89
H  -2.64  -1.23  -3.56
H  -2.14  -2.72  -2.70
H  -0.91  -1.54  -3.23
S  0.43  2.26  -4.76
C  -1.30  2.31  -4.62
C  -2.19  2.80  -5.56
C  -3.54  2.79  -5.24
C  -3.96  2.31  -4.00
C  -3.06  1.82  -3.07
C  -1.70  1.79  -3.39
N  -0.62  1.34  -2.59
C  0.54  1.57  -3.23
C  1.78  1.23  -2.56
C  3.05  1.38  -3.12
C  4.15  1.01  -2.36
C  3.98  0.52  -1.07
C  2.71  0.36  -0.53
C  1.59  0.71  -1.28
H  -1.85  3.19  -6.51
H  -4.26  3.17  -5.95
H  -5.01  2.33  -3.76
H  -3.41  1.49  -2.11
H  3.19  1.77  -4.12
H  5.14  1.11  -2.77
H  4.84  0.23  -0.49
H  2.60  -0.06  0.46
N  -3.71  1.83  6.26
C  -2.82  1.65  5.27
C  -1.83  2.61  5.00
C  -0.92  2.42  3.99
C  -1.00  1.27  3.19
C  -1.96  0.30  3.45
C  -2.87  0.48  4.47
S  0.20  1.05  1.99
O  1.51  1.11  2.51
O  -0.18  -0.28  1.26
N  -0.04  1.89  0.62
C  0.43  3.22  0.46
N  0.44  3.66  -0.79
C  0.88  4.91  -0.93
C  1.29  5.68  0.14
C  1.20  5.10  1.40
N  0.75  3.86  1.57
H  -3.64  2.63  6.87
H  -4.38  1.12  6.51
H  -1.77  3.49  5.62
H  -0.14  3.15  3.81
H  -1.97  -0.63  2.90
H  -3.59  -0.29  4.70
H  0.90  5.31  -1.94
H  1.65  6.69  0.01
H  1.48  5.64  2.29
C  5.00  -2.68  3.07
C  4.03  -3.84  2.91
S  3.04  -3.58  1.46
O  2.17  -2.43  1.67
O  3.88  -3.58  0.29
C  1.98  -5.02  1.36
C  1.31  -5.16  -0.01
N  1.07  -3.87  -0.69
C  0.21  -2.93  -0.29
N  0.43  -1.77  -0.95
C  1.48  -2.02  -1.83
C  1.87  -3.30  -1.66
N  2.94  -3.93  -2.41
O  3.03  -5.14  -2.37
O  3.63  -3.17  -3.04
C  -0.87  -3.19  0.69
H  5.61  -2.86  3.96
H  4.47  -1.74  3.21
H  5.67  -2.61  2.22
H  3.33  -3.92  3.75
H  4.55  -4.79  2.76
H  1.26  -4.92  2.18
H  2.59  -5.90  1.54
H  0.35  -5.68  0.08
H  1.93  -5.74  -0.68
H  1.89  -1.31  -2.51
H  -1.82  -3.31  0.17
H  -0.93  -2.39  1.42
H  -0.69  -4.11  1.24

(2)
Computed, not measured: a molecular structure, C34H57ClP2PtSi2 at a distorted geometry, with ωB97M-V with the def2-TZVPD basis set.

The spin multiplicity is 5. Its expectation value of S² is 6.03. The value obtained for the total energy is -86281.0764 eV. As for the LUMO energy (spin up / spin down): 0.31 / -3.02 eV. As for the HOMO energy (spin up / spin down): -6.18 / -6.10 eV. The relative energy (zero: lowest compared OMol25 entry of this formula, charge and spin) comes out at 0.000 eV.

Geometry (Å):
Pt  -1.76  0.03  0.01
C  1.80  -0.20  -2.46
C  1.00  -1.37  -2.56
C  -0.26  -0.97  -3.11
Si  1.43  -2.90  -1.59
C  -0.26  0.44  -3.23
C  1.00  0.93  -2.74
Si  1.46  2.59  -2.03
H  2.85  -0.18  -2.17
H  -1.07  -1.64  -3.37
H  -1.07  1.06  -3.60
Cl  -3.46  0.20  1.39
C  3.28  2.65  -1.64
C  1.04  3.89  -3.29
C  3.26  -2.95  -1.23
C  0.96  -4.38  -2.61
H  1.67  3.69  -4.17
H  1.28  4.89  -2.92
H  -0.01  3.87  -3.62
H  3.52  2.20  -0.67
H  3.61  3.70  -1.63
H  3.85  2.12  -2.42
H  1.54  -4.33  -3.54
H  -0.10  -4.43  -2.88
H  1.24  -5.31  -2.09
H  3.82  -2.46  -2.04
H  3.59  -4.00  -1.18
H  3.52  -2.46  -0.28
C  0.57  2.63  -0.33
C  0.57  -2.60  0.10
P  -1.23  2.34  -0.10
H  0.87  3.57  0.15
H  1.03  1.82  0.26
P  -1.23  -2.26  0.31
H  1.05  -1.70  0.51
H  0.88  -3.43  0.76
C  -1.67  -3.08  1.95
C  -1.98  -3.45  -0.93
C  -1.98  3.28  -1.54
C  -1.68  3.45  1.37
C  -1.68  2.75  2.72
H  -2.72  3.72  1.12
C  -0.86  4.73  1.55
H  0.15  4.50  1.94
H  -1.36  5.34  2.32
H  -0.76  5.36  0.66
H  -2.31  1.86  2.73
H  -2.07  3.45  3.48
H  -0.66  2.47  3.02
H  -1.55  2.76  -2.41
C  -1.62  4.77  -1.59
C  -3.51  3.18  -1.62
H  -0.55  4.98  -1.50
H  -2.16  5.33  -0.82
H  -1.94  5.18  -2.56
H  -3.81  2.36  -2.27
H  -3.92  4.10  -2.08
H  -3.98  3.06  -0.64
H  -1.55  -3.11  -1.89
C  -3.51  -3.36  -1.04
C  -1.62  -4.92  -0.69
H  -0.55  -5.12  -0.59
H  -1.97  -5.51  -1.56
H  -2.15  -5.31  0.19
H  -3.81  -2.66  -1.83
H  -3.98  -3.07  -0.09
H  -3.92  -4.34  -1.33
C  -1.71  -2.14  3.14
C  -0.82  -4.29  2.38
H  -2.70  -3.42  1.75
H  0.17  -3.97  2.71
H  -0.71  -5.07  1.62
H  -1.32  -4.75  3.24
H  -0.70  -1.79  3.40
H  -2.09  -2.69  4.01
H  -2.36  -1.28  2.97
C  -3.55  -0.11  -1.51
H  -3.17  -0.21  -2.53
H  -4.10  -0.97  -1.15
H  -4.11  0.81  -1.33
C  5.51  -0.05  2.54
C  5.12  -0.12  1.19
C  3.77  -0.04  0.85
C  2.79  0.10  1.85
C  1.42  0.14  1.58
C  0.46  0.26  2.52
C  0.85  0.37  3.90
C  2.19  0.33  4.24
C  3.19  0.19  3.24
C  4.57  0.11  3.55
H  6.57  -0.12  2.80
H  5.87  -0.24  0.40
H  3.43  -0.09  -0.19
H  -0.60  0.26  2.24
H  0.09  0.48  4.66
H  2.51  0.41  5.28
H  4.87  0.17  4.60

(3)
Computed, not measured: a molecular structure, C19H32N2OPdSSi at a distorted geometry, with ωB97M-V with the def2-TZVPD basis set.

The value obtained for the total energy is -47441.6072 eV. As for the LUMO energy: -0.52 eV. As for the HOMO energy: -8.07 eV. The relative energy (zero: lowest compared OMol25 entry of this formula, charge and spin) comes out at 0.224 eV.

Geometry (Å):
Pd  0.97  -0.47  -0.49
C  3.74  -2.62  0.00
C  2.38  -3.24  -0.12
C  2.17  -4.61  -0.01
C  0.86  -5.09  -0.11
C  -0.20  -4.24  -0.32
C  0.08  -2.87  -0.44
N  1.34  -2.44  -0.34
N  -0.79  -1.84  -0.61
Si  -1.57  -1.47  -2.11
C  -2.87  -2.77  -2.53
C  -0.35  -1.46  -3.54
C  -2.45  0.18  -1.93
H  4.24  -2.95  0.92
H  3.66  -1.54  0.03
H  4.37  -2.91  -0.84
H  3.00  -5.27  0.16
H  0.69  -6.16  -0.02
H  -1.22  -4.59  -0.38
H  -2.43  -3.76  -2.68
H  -3.40  -2.50  -3.45
H  -3.61  -2.85  -1.73
H  0.03  -2.47  -3.73
H  0.51  -0.81  -3.35
H  -0.83  -1.12  -4.46
H  -3.23  0.11  -1.17
H  -2.93  0.44  -2.88
H  -1.76  0.98  -1.66
O  1.81  -0.28  1.79
S  0.57  -0.81  2.48
C  0.97  -0.64  4.26
C  0.24  0.58  4.82
C  -0.05  1.50  3.63
C  -0.59  0.58  2.55
H  2.05  -0.52  4.26
H  0.71  -1.57  4.77
H  0.83  1.07  5.59
H  -0.71  0.27  5.27
H  0.87  1.97  3.28
H  -0.76  2.29  3.88
H  -0.61  1.01  1.54
H  -1.57  0.16  2.79
C  0.92  4.75  -1.53
C  -0.23  3.98  -0.86
C  -0.46  4.53  0.55
C  -1.51  4.14  -1.70
C  0.13  2.55  -0.77
C  0.44  1.39  -0.70
H  0.68  5.82  -1.58
H  1.09  4.39  -2.55
H  1.84  4.63  -0.97
H  -0.70  5.60  0.50
H  0.43  4.40  1.16
H  -1.30  4.01  1.03
H  -1.80  5.19  -1.74
H  -2.33  3.57  -1.26
H  -1.35  3.78  -2.72

(4)
Computed, not measured: a molecular structure, C28H24BrO7S3 at a distorted geometry, with ωB97M-V with the def2-TZVPD basis set.

The value obtained for the total energy is -146302.4721 eV. As for the LUMO energy: 2.51 eV. As for the net charge: -1. As for the HOMO energy: -3.99 eV.

Geometry (Å):
C  3.70  -4.96  3.06
O  4.14  -3.57  2.96
C  3.34  -2.72  2.24
C  3.69  -1.35  2.11
C  2.82  -0.46  1.49
C  1.61  -0.88  0.88
C  0.64  0.07  0.22
C  0.14  1.03  1.09
S  -0.07  2.76  0.71
C  0.30  2.84  -1.04
C  1.49  3.37  -1.52
C  1.77  3.34  -2.90
C  0.82  2.80  -3.79
C  -0.38  2.28  -3.30
C  -0.65  2.39  -1.95
O  -1.50  2.96  0.85
O  0.91  3.59  1.38
S  -0.45  0.45  2.70
C  -1.48  1.74  3.47
C  -2.86  1.73  3.35
C  -3.62  2.66  4.06
C  -2.99  3.56  4.91
C  -1.61  3.58  5.04
C  -0.84  2.66  4.31
O  -1.33  -0.67  2.41
O  0.64  0.30  3.64
C  1.27  -2.22  1.08
C  2.12  -3.18  1.66
H  4.45  -5.44  3.72
H  2.68  -5.03  3.51
H  3.69  -5.44  2.05
H  4.64  -1.08  2.57
H  3.14  0.57  1.46
H  0.87  0.42  -0.77
H  2.20  3.82  -0.82
H  2.71  3.76  -3.29
H  1.00  2.77  -4.87
H  -1.11  1.83  -3.98
H  -1.62  2.05  -1.58
H  -3.30  1.00  2.68
H  -4.69  2.70  3.93
H  -3.59  4.26  5.48
H  -1.11  4.30  5.68
H  0.24  2.65  4.37
H  0.30  -2.53  0.73
H  1.88  -4.27  1.75
Br  -2.46  0.03  -1.46
C  -0.94  -0.80  -0.64
S  -0.20  -1.78  -1.94
C  -1.04  -1.81  -3.53
C  -2.14  -2.66  -3.58
C  -2.80  -2.87  -4.79
C  -2.37  -2.20  -5.93
C  -1.27  -1.35  -5.87
C  -0.60  -1.13  -4.67
O  1.02  -0.99  -2.23
O  -0.14  -3.19  -1.55
H  -1.39  -1.34  0.23
H  -2.45  -3.18  -2.67
H  -3.64  -3.56  -4.83
H  -2.88  -2.31  -6.89
H  -0.95  -0.85  -6.78
H  0.26  -0.46  -4.60

(5)
Computed, not measured: 3 unconnected molecules or ions with the total composition C3H13N2O2S at a distorted geometry, with ωB97M-V with the def2-TZVPD basis set.

The value obtained for the total energy is -21231.8811 eV. As for the LUMO energy: 3.20 eV. As for the net charge: -1. As for the HOMO energy: -2.73 eV. The relative energy (zero: lowest compared OMol25 entry of this formula, charge and spin) comes out at 2.487 eV.

Geometry (Å):
N  -1.11  0.56  -0.18
C  -0.43  -0.68  -0.44
C  -1.32  -1.91  -0.38
S  -3.08  -1.75  -1.05
C  0.85  -0.69  0.48
N  1.71  -1.88  0.02
H  -2.08  0.50  -0.51
H  -1.20  0.75  0.82
H  0.09  -0.52  -1.48
H  -0.92  -2.75  -0.95
H  -1.61  -2.04  0.69
H  1.52  0.20  0.54
H  0.88  -0.89  1.56
H  2.31  -1.43  -0.66
H  1.19  -2.56  -0.53
H  -0.10  1.13  2.50
H  0.98  1.29  1.45
O  0.82  1.38  2.41
H  0.34  4.11  -0.69
H  0.32  3.51  -2.19
O  0.83  3.66  -1.39